{
  "formula": "C44H112N4O14",
  "method": "ωB97M-V/def2-TZVPD",
  "species": ["O", "O", "O", "O", "O", "O", "O", "O", "O", "O", "O", "O", "O", "O", "N", "N", "N", "N", "C", "C", "C", "C", "C", "C", "C", "C", "C", "C", "C", "C", "C", "C", "C", "C", "C", "C", "C", "C", "C", "C", "C", "C", "C", "C", "C", "C", "C", "C", "C", "C", "C", "C", "C", "C", "C", "C", "C", "C", "C", "C", "C", "C", "H", "H", "H", "H", "H", "H", "H", "H", "H", "H", "H", "H", "H", "H", "H", "H", "H", "H", "H", "H", "H", "H", "H", "H", "H", "H", "H", "H", "H", "H", "H", "H", "H", "H", "H", "H", "H", "H", "H", "H", "H", "H", "H", "H", "H", "H", "H", "H", "H", "H", "H", "H", "H", "H", "H", "H", "H", "H", "H", "H", "H", "H", "H", "H", "H", "H", "H", "H", "H", "H", "H", "H", "H", "H", "H", "H", "H", "H", "H", "H", "H", "H", "H", "H", "H", "H", "H", "H", "H", "H", "H", "H", "H", "H", "H", "H", "H", "H", "H", "H", "H", "H", "H", "H", "H", "H", "H", "H", "H", "H", "H", "H"],
  "positions_angstrom": [[-4.972, -2.047, 2.048], [-3.359, 0.180, 3.283], [0.946, -0.912, 5.265], [-3.196, -1.146, -6.492], [-2.718, 4.533, -4.914], [5.878, -1.951, -1.518], [-4.651, 5.442, -0.600], [-1.143, 2.861, -3.247], [4.276, 1.567, -4.245], [-0.426, 6.707, 4.913], [-2.947, 1.714, -6.259], [-0.066, 2.252, -7.654], [4.145, -1.155, -4.162], [1.334, 4.679, -4.155], [-0.181, 2.090, -2.530], [6.669, -1.237, -0.791], [-4.496, -2.321, 0.767], [0.796, -2.124, 4.658], [1.231, -0.046, -2.631], [-1.382, 6.071, 4.072], [7.812, -1.828, -0.160], [-1.970, -0.044, 3.210], [6.834, 0.897, 0.471], [7.338, -2.690, 1.054], [-0.899, 4.812, 3.312], [1.207, -1.307, 2.366], [0.142, 0.823, -3.301], [5.826, -0.145, -0.124], [-4.935, 4.353, 0.280], [7.987, 0.406, 1.169], [-1.217, 1.237, 3.568], [0.995, -3.758, 2.791], [-5.251, -1.649, -0.290], [3.047, -2.519, 3.541], [-2.871, -4.014, 1.551], [1.146, -0.212, -1.188], [8.697, -0.596, 0.290], [1.538, -2.382, 3.393], [-1.118, -0.059, -3.662], [-4.439, -1.686, -1.541], [-5.418, -0.130, -0.147], [-6.700, -2.263, -0.552], [-1.082, -2.610, 6.066], [-4.984, 4.006, -4.189], [8.611, -2.631, -1.266], [1.117, -3.423, 6.809], [0.926, -4.969, 3.758], [-3.912, -3.706, 0.450], [-4.960, -4.830, 0.600], [4.980, 0.659, -1.169], [0.743, 1.094, -4.766], [0.233, -3.208, 5.570], [-0.078, -4.550, 4.778], [0.688, 1.176, -0.437], [-0.419, 2.106, -1.105], [-4.071, -3.120, -2.036], [-4.103, 4.380, 1.578], [-0.297, 3.490, -0.318], [-1.776, 1.461, -0.830], [-3.621, 4.695, -3.915], [4.904, -0.749, 0.969], [-3.227, -3.788, -0.983], [-2.344, -4.954, 1.389], [-3.518, 0.773, 4.021], [1.602, -1.519, 1.372], [-1.715, -0.900, 3.834], [1.896, -5.283, 4.143], [-3.020, -4.810, -1.300], [-3.298, -4.003, 2.554], [-4.665, -5.615, 1.296], [-1.863, 2.232, -3.172], [7.842, -3.238, -1.745], [-3.399, -0.252, -6.218], [-0.273, 3.373, 0.766], [8.696, 1.212, 1.356], [-4.302, -1.394, 2.260], [0.555, -3.982, 7.558], [-1.982, 4.103, -4.474], [1.778, -1.076, 5.716], [4.134, -1.531, -5.042], [-2.970, 1.738, -7.216], [-2.245, -3.314, -1.001], [-1.985, 0.374, -4.161], [-0.027, 4.908, 2.666], [0.316, 0.772, 0.504], [-6.002, 4.274, 0.489], [6.058, -1.730, -2.435], [-1.807, 6.811, 3.395], [0.672, 3.949, -0.511], [-2.663, 1.712, -1.412], [-3.084, 4.082, 1.333], [-1.597, 0.386, -0.803], [1.555, 1.816, -4.851], [-5.013, -1.126, -2.279], [3.964, -0.198, 0.998], [8.093, -3.463, 1.195], [5.294, -0.822, 1.984], [-2.123, 5.715, 4.787], [-1.693, -2.353, 5.201], [-5.301, -5.261, -0.341], [-1.093, -4.736, 4.428], [3.624, -1.675, 3.919], [-5.964, 0.234, 0.724], [-5.763, 4.335, -3.501], [9.109, -0.109, -0.594], [0.409, 3.005, -8.007], [-1.697, 4.265, 2.810], [2.041, -3.941, 6.553], [-5.855, -4.494, 1.125], [-1.711, 1.724, 4.409], [6.319, 1.589, 1.137], [-4.878, 2.929, -4.322], [4.166, 1.276, -0.785], [-0.523, 4.078, 4.024], [2.181, 0.366, -2.971], [4.415, 0.034, -1.860], [4.242, 2.502, -4.043], [6.358, -3.133, 0.874], [1.265, -1.048, -3.060], [2.180, -0.367, -0.881], [-3.859, 5.759, -3.908], [4.700, -1.781, 0.681], [-1.392, 1.811, 2.657], [9.300, -3.234, -0.674], [7.708, -0.005, 2.139], [-4.012, 5.303, 2.152], [0.524, -5.822, 3.212], [-0.014, -3.628, 2.400], [-0.840, -0.951, -4.223], [-0.702, -1.775, 6.654], [-1.077, 4.114, -0.755], [1.753, -0.415, 2.673], [1.362, -2.522, 7.371], [-0.375, 2.544, -6.797], [5.641, 1.240, -1.812], [-1.864, -0.337, 2.165], [9.155, -2.078, -2.033], [-2.144, 1.614, 0.184], [-1.710, -3.253, 6.683], [1.056, 0.144, -5.200], [-4.927, -3.725, -2.336], [-4.778, 6.324, -0.243], [1.255, 4.718, -5.108], [-3.588, -1.018, -1.676], [-3.271, 4.575, -2.890], [3.292, -3.412, 4.116], [-3.645, -2.983, -3.030], [0.882, 3.872, -3.910], [4.212, 1.525, -5.199], [7.102, 1.512, -0.388], [9.498, -1.058, 0.866], [-0.150, 1.076, 3.718], [-4.501, 3.756, 2.378], [-2.975, 2.634, -5.996], [-2.162, -3.193, 1.445], [-4.508, 0.467, -0.100], [-5.478, 4.464, -5.046], [-5.899, 0.262, -1.043], [0.032, -5.315, 5.547], [0.048, 1.646, -5.399], [1.622, -4.141, 1.985], [-7.289, -2.101, 0.350], [-4.660, 3.430, -0.229], [-6.678, -3.314, -0.839], [3.407, -2.623, 2.518], [-1.538, -0.604, -2.817], [4.254, -0.215, -4.304], [1.563, 1.714, -0.074], [0.128, -1.219, 2.237], [-0.227, 6.065, 5.598], [7.211, -2.224, 2.031], [-2.365, -1.071, -6.960], [0.580, -1.008, -0.704], [-7.214, -1.662, -1.302]],
  "forces_ev_per_angstrom": [[0.0, -0.7, 0.0], [-0.8, 0.2, 0.0], [1.0, 0.4, 0.1], [-0.1, -0.5, 0.0], [1.9, -1.4, -1.2], [-0.6, -1.9, -1.2], [0.3, -0.7, -0.6], [0.3, -1.0, 0.7], [0.2, -0.1, 0.0], [0.4, 0.0, -0.7], [0.1, -0.4, 0.1], [0.1, -0.1, -0.3], [0.3, -0.6, 0.3], [0.4, 0.2, 0.0], [2.7, 0.6, -1.5], [-1.9, 2.6, 2.4], [1.7, -0.1, -2.8], [-1.6, -3.1, -1.9], [-0.7, 0.1, -1.7], [-0.1, -0.9, 0.2], [1.9, 1.4, -0.4], [0.1, -0.4, 0.3], [-2.5, 1.4, -1.3], [0.0, -0.5, -0.3], [0.7, -0.2, 0.8], [0.5, 0.0, 0.0], [-0.7, -0.6, -1.9], [0.6, 2.2, 0.9], [0.2, 0.7, 1.0], [1.8, -1.1, 0.6], [-0.4, -0.7, -1.3], [0.8, -0.6, 0.5], [-0.7, 0.2, -0.1], [0.3, -0.2, -0.4], [0.3, 1.1, -0.8], [0.2, 2.7, 2.9], [0.0, -1.5, 0.6], [-1.1, -1.3, 0.2], [0.0, -0.9, 1.2], [-0.1, -1.4, -2.6], [-0.3, 0.9, 1.1], [0.9, 0.9, 0.5], [0.2, -0.1, 0.0], [0.3, 0.8, -0.1], [-1.3, -0.3, 1.5], [0.0, -0.5, -0.2], [-0.4, 1.5, -1.1], [-0.6, -0.7, 1.2], [-1.0, 0.0, 0.2], [0.2, -1.3, -0.9], [-0.6, 1.5, 1.0], [-0.6, 0.4, -1.1], [1.1, -0.6, 2.5], [0.0, -1.7, -0.3], [0.7, -1.0, 2.1], [-0.8, 1.5, -0.6], [0.1, 0.0, 0.2], [0.5, -0.8, -2.2], [-0.3, -0.9, 1.5], [-3.7, 1.9, 1.4], [0.1, -0.9, -0.6], [-0.2, 0.5, 0.4], [-0.2, -0.1, -0.2], [-0.3, -0.1, 0.1], [0.2, -0.5, 0.0], [0.3, 0.0, 0.1], [0.1, 0.3, 0.2], [-0.2, -0.3, 0.6], [-0.1, 0.0, -0.1], [0.6, -0.3, -0.4], [-1.2, 0.3, -0.5], [0.5, -0.5, -0.1], [0.0, 0.4, 0.1], [-0.8, -0.3, -0.1], [-0.1, 0.1, 0.2], [-0.3, 0.4, 1.1], [0.1, -0.5, -0.2], [0.7, 0.0, -0.4], [0.4, 0.9, 0.7], [-0.1, -0.3, -0.2], [0.0, 0.0, -0.4], [0.1, 0.3, 0.5], [0.4, 0.5, -0.2], [-0.3, 0.7, -0.4], [-0.6, 0.4, 0.2], [-0.1, 0.2, 0.1], [-0.5, -0.1, -1.2], [0.1, 0.0, 0.2], [0.0, 0.1, -0.5], [0.3, 0.1, -0.6], [0.0, -0.1, 0.1], [-0.5, -0.2, -0.6], [0.7, -0.3, 0.8], [-0.8, -0.7, -0.5], [0.1, 0.0, -0.1], [-0.2, -0.2, -0.1], [0.4, 0.4, -0.2], [-0.8, 0.0, -0.5], [0.1, 0.4, 0.2], [0.1, -0.1, 0.0], [-0.1, 1.0, -0.2], [-0.4, 0.3, 0.4], [-0.4, -0.4, 0.1], [0.4, -0.7, 1.0], [0.0, -0.1, 0.0], [0.1, 0.2, -0.2], [-0.1, 0.5, -0.1], [0.1, -0.1, 0.1], [-0.1, 0.5, -0.2], [0.3, 0.0, 0.2], [-0.6, -0.1, -0.2], [-0.4, 0.0, 0.2], [0.6, 0.2, 0.7], [-0.1, 0.0, 0.5], [0.2, 0.3, 0.5], [0.1, -0.5, 0.1], [-0.1, 0.3, 0.2], [0.3, -0.4, -0.3], [-0.4, 0.0, -0.6], [0.1, -0.2, 0.5], [-0.2, 0.4, 0.1], [-0.5, 0.0, 0.0], [0.3, 0.8, 0.3], [0.1, -0.2, -0.5], [0.2, -0.2, 0.1], [-0.2, 0.7, -0.7], [0.1, -0.1, -0.1], [0.0, 0.3, 0.0], [0.4, 0.4, -0.7], [-1.0, 0.4, -0.1], [-0.1, 0.4, 0.7], [-0.7, 0.6, 0.1], [0.1, 0.4, -0.5], [-0.3, 0.1, 0.1], [-0.1, 0.2, 0.2], [0.6, 0.0, -0.1], [-0.2, 0.5, 0.4], [0.3, 0.5, 0.3], [0.4, -0.3, 0.2], [-0.3, 0.1, -0.1], [-0.5, 0.1, 0.7], [-0.2, -0.3, 0.6], [0.0, 0.1, -0.2], [0.8, -0.3, 1.4], [0.4, -0.8, -0.1], [0.2, 0.0, 0.0], [0.9, -0.2, 0.1], [-0.3, -0.4, 0.4], [-0.1, 0.2, -0.4], [0.4, 0.1, 0.0], [0.3, 0.1, -0.2], [-0.1, 0.1, 0.2], [-0.1, -0.7, -0.4], [-0.2, 0.7, 0.3], [0.4, 0.0, 0.5], [0.6, -0.5, 0.1], [0.7, -0.3, -0.9], [-0.4, -0.2, 0.1], [-0.4, -0.1, 0.5], [-0.6, -1.0, 0.2], [0.2, 0.8, -0.5], [0.1, -0.4, 0.2], [0.0, 0.2, -0.3], [0.0, 0.2, 0.1], [0.3, -0.4, -0.1], [0.0, 0.5, 0.7], [-0.1, 0.5, 0.3], [0.2, 0.5, -0.7], [0.2, 0.5, 0.3], [0.2, 0.1, 0.2], [0.3, 0.7, -0.3], [0.2, 0.0, -0.1], [-0.3, -0.2, -0.8], [0.1, -0.2, -0.3]],
  "mulliken_spin": [0.00, 0.00, 0.00, 0.00, 0.00, 0.09, 0.00, 0.00, 0.00, 0.00, 0.00, 0.00, 0.00, 0.00, 0.00, 0.68, 0.00, 0.00, 0.00, 0.00, -0.01, 0.00, 0.00, 0.09, 0.00, 0.00, 0.00, 0.01, 0.00, -0.02, 0.00, 0.00, 0.00, 0.00, 0.00, 0.00, 0.04, 0.00, 0.00, 0.00, 0.00, 0.00, 0.00, 0.00, 0.02, 0.00, 0.00, 0.00, 0.00, 0.04, 0.00, 0.00, 0.00, 0.00, 0.00, 0.00, 0.00, 0.00, 0.00, 0.00, 0.08, 0.00, 0.00, 0.00, 0.00, 0.00, 0.00, 0.00, 0.00, 0.00, 0.00, 0.00, 0.00, 0.00, 0.00, 0.00, 0.00, 0.00, 0.00, 0.00, 0.00, 0.00, 0.00, 0.00, 0.00, 0.00, 0.02, 0.00, 0.00, 0.00, 0.00, 0.00, 0.00, 0.00, -0.01, 0.00, 0.00, 0.00, 0.00, 0.00, 0.00, 0.00, 0.00, 0.00, -0.01, 0.00, 0.00, 0.00, 0.00, 0.00, 0.00, 0.00, 0.00, 0.00, 0.00, -0.01, 0.00, 0.00, 0.00, 0.00, 0.00, -0.01, 0.00, 0.00, 0.00, 0.00, 0.00, 0.00, 0.00, 0.00, 0.00, 0.00, 0.00, 0.00, 0.00, 0.00, 0.00, 0.00, 0.00, 0.00, 0.00, 0.00, 0.00, 0.00, 0.00, 0.00, 0.00, 0.00, 0.00, 0.00, 0.00, 0.00, 0.00, 0.00, 0.00, 0.00, 0.00, 0.00, 0.00, 0.00, 0.00, 0.00, 0.00, 0.00, 0.00, 0.00, 0.00, 0.00, 0.00, 0.00, 0.00, 0.00, 0.00, 0.00],
  "e_tot_ha": -3015.37171,
  "s_squared": 0.75,
  "charge": 1,
  "multiplicity": 2
}